Record 1
{"formula": "C11H15N", "method": "ωB97M-V/def2-TZVPD", "gap_ev": 8.49, "fmax_ev_per_a": 7.22, "homo_ev": -7.569, "de_lowest_ev": 3.0814, "smiles": "Cc1c[nH]c2ccccc12.CC", "elements": ["C", "C", "H", "H", "H", "H", "H", "H", "C", "C", "C", "C", "C", "C", "C", "C", "C", "N", "H", "H", "H", "H", "H", "H", "H", "H", "H"], "positions_angstrom": [[-3.38386, 2.85757, 1.20131], [-3.87940, 1.87504, 0.08286], [-3.90703, 3.71879, 1.19198], [-3.45319, 2.46056, 2.23061], [-2.37521, 3.30083, 1.15712], [-3.69428, 0.85190, 0.36554], [-3.39189, 2.19159, -0.82756], [-4.97149, 1.90932, -0.10778], [-1.28439, -2.48338, 0.04733], [1.98237, -0.68047, -0.37598], [0.44142, -0.56171, -0.46161], [-0.01377, -1.90105, -0.09698], [1.14773, -2.72482, 0.15927], [2.03833, 1.76498, -0.21882], [2.60363, 0.53657, -0.18951], [0.62617, 1.77042, -0.29191], [-0.21129, 0.68609, -0.29747], [2.35448, -2.02340, -0.26026], [2.82128, 2.66791, -0.23445], [3.64997, 0.48453, 0.07898], [0.09941, 2.74097, -0.31493], [-1.27626, 0.58673, -0.21435], [3.29565, -2.29843, 0.02853], [1.17757, -3.67113, 0.52513], [-1.91375, -1.57208, -0.10913], [-1.32590, -2.71046, 1.18922], [-1.61791, -3.33264, -0.48799]], "atomic_forces_ev_per_a": [[1.311, -2.373, 0.602], [-0.069, 1.164, 0.889], [-2.415, 2.792, -0.041], [-0.161, -0.084, -0.533], [0.153, -1.020, -0.616], [0.494, -0.381, -0.231], [0.156, -0.486, -0.446], [0.543, 0.366, 0.370], [-3.074, 2.001, 3.672], [-4.491, 0.617, -0.463], [2.902, -1.862, 1.950], [6.948, -1.890, -0.585], [-0.701, 5.691, -3.028], [-0.136, 1.447, -0.527], [3.069, -1.914, 0.108], [-0.843, 3.264, -0.033], [2.080, -2.633, -0.993], [-1.857, 0.635, 1.598], [-2.564, -1.811, 0.277], [0.450, 0.076, -0.251], [0.503, -0.299, 0.191], [-0.381, 0.991, 0.016], [-0.698, 0.221, -0.065], [0.183, -2.677, 0.679], [-0.740, -1.263, 0.127], [-0.659, 0.078, -1.805], [-0.001, -0.647, -0.862]]}

---

Record 2
{"formula": "C34H44BrN2O3PSi2Ti", "method": "ωB97M-V/def2-TZVPD", "spin_multiplicity": 2, "gap_ev": [7.11, 7.46], "fmax_ev_per_a": 2.30, "homo_ev": [-10.298, -10.973], "de_lowest_ev": 0.2298, "total_charge": 1, "elements": ["Ti", "C", "Si", "C", "C", "C", "C", "C", "C", "C", "C", "N", "Si", "C", "C", "C", "H", "H", "H", "H", "H", "H", "H", "H", "H", "H", "H", "H", "H", "H", "H", "H", "H", "H", "H", "H", "H", "H", "Br", "C", "C", "C", "C", "C", "N", "C", "O", "O", "H", "H", "H", "C", "C", "O", "C", "C", "C", "C", "C", "C", "H", "H", "H", "H", "H", "H", "H", "H", "C", "P", "C", "C", "C", "C", "C", "C", "C", "H", "H", "H", "H", "H", "H", "H", "H", "H", "H", "H"], "positions_angstrom": [[0.12293, 0.10754, 0.05307], [0.10469, 1.09302, 4.97974], [-0.58521, 0.55165, 3.31844], [-1.87063, 1.84806, 2.88286], [-1.37957, -1.12590, 3.53955], [0.80989, 0.61479, 2.00210], [0.88950, 2.04110, 1.56207], [1.65536, 3.09870, 2.08330], [1.53281, 4.34836, 1.52240], [0.68902, 4.55219, 0.43013], [-0.00667, 3.46756, -0.06645], [0.09562, 2.25978, 0.49521], [2.38066, -0.30983, 2.49638], [3.39138, 0.58006, 3.80852], [1.90911, -2.00455, 3.12804], [3.52637, -0.51558, 1.01744], [-0.71243, 1.21803, 5.68204], [0.62233, 2.04255, 4.91290], [0.77955, 0.36981, 5.41340], [-2.75516, 1.66040, 3.48389], [-2.19320, 1.87071, 1.84073], [-1.50732, 2.84025, 3.12472], [-2.34133, -0.95793, 4.01447], [-0.80224, -1.75772, 4.19583], [-1.55398, -1.67698, 2.61754], [2.29589, 2.93259, 2.92938], [2.08601, 5.17886, 1.93410], [0.58111, 5.52332, -0.02468], [-0.64967, 3.55362, -0.93171], [2.85735, 0.76117, 4.72752], [3.79992, 1.52376, 3.46718], [4.24504, -0.05001, 4.05021], [1.47030, -1.96354, 4.11484], [2.79587, -2.62591, 3.19872], [1.19617, -2.50849, 2.48092], [4.06119, 0.40907, 0.80465], [3.04311, -0.83827, 0.08372], [4.27094, -1.27838, 1.23917], [3.66271, -1.86765, -2.90607], [2.13552, -2.93629, -2.51972], [1.96603, -4.10498, -3.25932], [0.88193, -4.89784, -2.95237], [0.02240, -4.50773, -1.92769], [0.28815, -3.31245, -1.26700], [1.33345, -2.52554, -1.56501], [-0.62881, -2.91124, -0.12800], [-1.44705, -3.66541, 0.35740], [-0.50632, -1.66925, 0.25200], [2.66718, -4.37235, -4.03203], [0.71225, -5.81858, -3.48682], [-0.82326, -5.10316, -1.62209], [3.10632, 1.83936, -1.96617], [1.96570, 0.93552, -2.27405], [1.24035, 0.61302, -1.35918], [1.66796, 0.41765, -3.61587], [0.66798, -0.53295, -3.78660], [0.40159, -1.02055, -5.04950], [1.13249, -0.56545, -6.14139], [2.13496, 0.37844, -5.97793], [2.40605, 0.87060, -4.71356], [3.03403, 2.18597, -0.93240], [3.13169, 2.70440, -2.62854], [4.04648, 1.30199, -2.09762], [0.11507, -0.91694, -2.92715], [-0.37207, -1.76116, -5.18580], [0.92220, -0.95325, -7.12347], [2.70464, 0.72869, -6.82307], [3.18839, 1.59767, -4.58926], [-2.74415, 2.00771, -1.78361], [-2.32572, 0.42822, -1.00092], [-2.62424, -0.78379, -2.32889], [-3.62579, 0.09134, 0.20427], [-4.50459, 1.08952, 0.62332], [-5.47783, 0.81214, 1.56846], [-5.57827, -0.46024, 2.10051], [-4.71029, -1.45664, 1.68776], [-3.73782, -1.18781, 0.74249], [-2.67761, 2.82545, -1.07611], [-3.75415, 1.99797, -2.20106], [-2.03360, 2.18296, -2.58882], [-3.69787, -0.91197, -2.48183], [-2.19080, -1.74949, -2.07871], [-2.16632, -0.42996, -3.25612], [-4.43436, 2.08955, 0.22920], [-6.15269, 1.58736, 1.88509], [-6.33664, -0.67439, 2.83403], [-4.77977, -2.44387, 2.10520], [-3.06022, -1.97842, 0.45162]], "atomic_forces_ev_per_a": [[-1.409, -0.448, 1.762], [-0.191, -0.097, -0.248], [0.241, 0.003, -0.124], [-0.036, -0.193, -0.259], [-0.023, 0.204, -0.313], [-0.086, 0.413, 0.003], [0.281, -0.231, 0.142], [-0.239, -0.225, -0.151], [-0.054, 0.094, -0.071], [-0.162, -0.243, -0.116], [0.322, 0.264, 0.196], [-0.102, -0.168, -0.165], [-0.114, 0.183, 0.082], [0.097, -0.278, -0.279], [0.034, 0.156, -0.187], [-0.215, -0.069, -0.325], [-0.258, 0.056, 0.164], [0.148, 0.269, -0.037], [0.243, -0.279, 0.105], [-0.214, 0.013, 0.160], [0.062, -0.118, 0.044], [0.123, 0.288, 0.104], [-0.267, -0.006, 0.120], [0.244, -0.217, 0.250], [-0.001, 0.039, -0.086], [0.101, -0.062, 0.161], [0.072, 0.088, 0.034], [-0.015, 0.089, -0.025], [0.000, 0.017, -0.013], [-0.245, 0.042, 0.289], [0.097, 0.214, -0.153], [0.165, -0.127, 0.065], [-0.136, 0.056, 0.342], [0.217, -0.136, -0.003], [-0.106, -0.060, -0.157], [0.074, 0.143, -0.024], [-0.037, 0.014, 0.198], [0.141, -0.050, 0.090], [0.220, -0.352, 0.188], [0.082, -0.159, -0.025], [0.044, 0.221, 0.135], [-0.251, 0.056, 0.238], [0.300, 0.320, 0.004], [-0.049, -0.687, -0.022], [-0.108, -0.146, 0.158], [-0.518, -0.023, 0.167], [0.538, 0.021, -0.484], [0.330, 0.357, -0.173], [0.082, -0.006, -0.060], [-0.022, -0.109, -0.085], [-0.053, -0.025, 0.024], [0.241, 0.260, 0.018], [0.941, 0.429, -1.565], [-0.468, -0.300, 0.509], [0.360, 0.673, -0.102], [-0.418, -0.017, 0.171], [0.022, 0.008, -0.092], [-0.005, -0.043, 0.063], [-0.020, 0.016, 0.214], [-0.319, -0.176, -0.054], [-0.019, -0.108, -0.139], [-0.042, -0.020, -0.060], [0.049, -0.053, -0.016], [0.211, 0.264, -0.328], [-0.065, -0.079, -0.042], [-0.054, -0.076, -0.181], [0.041, 0.016, -0.124], [0.159, 0.149, 0.078], [-0.346, -0.045, -0.160], [0.639, -0.136, 0.133], [-0.224, 0.048, -0.184], [-0.213, 0.185, -0.041], [0.052, -0.115, 0.006], [0.125, -0.036, -0.098], [-0.034, -0.022, 0.021], [0.013, 0.098, -0.035], [0.108, -0.018, -0.017], [0.029, 0.105, 0.154], [0.057, -0.041, 0.007], [0.068, 0.035, -0.071], [0.063, 0.001, -0.045], [-0.004, -0.074, 0.070], [-0.036, -0.007, 0.074], [0.015, 0.166, -0.100], [-0.140, 0.173, 0.067], [-0.131, -0.056, 0.147], [-0.032, -0.269, 0.102], [0.030, -0.043, -0.019]]}